1.
{"formula": "C48H112B5F20N6O2", "method": "wB97M-V/def2-TZVPD", "elements": ["F", "F", "F", "F", "F", "F", "F", "F", "F", "F", "F", "F", "F", "F", "F", "F", "F", "F", "F", "F", "O", "O", "N", "N", "N", "N", "N", "N", "C", "C", "C", "C", "C", "C", "C", "C", "C", "C", "C", "C", "C", "C", "C", "C", "C", "C", "C", "C", "C", "C", "C", "C", "C", "C", "C", "C", "C", "C", "C", "C", "C", "C", "C", "C", "C", "C", "C", "C", "C", "C", "C", "C", "C", "C", "C", "C", "B", "B", "B", "B", "B", "H", "H", "H", "H", "H", "H", "H", "H", "H", "H", "H", "H", "H", "H", "H", "H", "H", "H", "H", "H", "H", "H", "H", "H", "H", "H", "H", "H", "H", "H", "H", "H", "H", "H", "H", "H", "H", "H", "H", "H", "H", "H", "H", "H", "H", "H", "H", "H", "H", "H", "H", "H", "H", "H", "H", "H", "H", "H", "H", "H", "H", "H", "H", "H", "H", "H", "H", "H", "H", "H", "H", "H", "H", "H", "H", "H", "H", "H", "H", "H", "H", "H", "H", "H", "H", "H", "H", "H", "H", "H", "H", "H", "H", "H", "H", "H", "H", "H", "H", "H", "H", "H", "H", "H", "H", "H", "H", "H", "H", "H", "H", "H"], "positions_angstrom": [[-0.983863, 5.864858, -2.533255], [2.636672, -1.740147, -3.876086], [-2.505769, 7.482325, -3.450827], [-0.737909, 8.154367, -2.159238], [-1.046760, -1.682500, 2.812962], [-3.299157, -2.352173, 2.726112], [1.962922, -8.612545, 0.348322], [4.802276, -1.242594, -4.480226], [0.960272, 4.291710, 1.657725], [1.554217, -8.352887, -1.909432], [-2.445615, -0.860839, 1.157037], [2.526957, -6.598411, -0.678285], [-1.948601, -3.064013, 1.013091], [-1.236662, 3.825140, 1.831862], [0.219577, 3.424941, 3.680203], [-0.126743, 5.592688, 3.202617], [3.540320, 0.343358, -3.362754], [3.787415, -8.365568, -1.091263], [4.255780, -1.502265, -2.247199], [-2.517422, 7.116525, -1.265486], [-1.857480, -6.017209, -0.355670], [-1.046207, 1.594194, -2.505236], [4.254685, -5.700558, -3.924497], [-1.686704, 1.057929, 5.077798], [1.207887, 0.284320, -0.530354], [-0.958177, -6.838979, 2.184384], [-4.083432, 3.826806, -0.197208], [1.587451, 7.708583, -0.086163], [-4.120830, 0.803372, 4.870337], [-2.853228, 0.188716, 5.476327], [2.008726, 0.041254, 4.988454], [1.484937, 9.150709, -0.319683], [5.083159, -5.767349, -2.701177], [1.993190, 7.046390, -1.376789], [0.788025, -8.207990, 3.506677], [-1.765878, 2.391637, 5.797827], [-0.439145, 0.298912, 5.301940], [2.534779, 7.388276, 1.008304], [-1.558614, 2.334598, -3.601961], [0.892390, -0.460080, 0.765821], [-4.484751, 4.306317, -1.578503], [5.819673, -7.027387, -2.749551], [0.133371, 7.247327, 0.339652], [-3.506023, 1.605724, -0.713022], [-2.856767, 2.925471, -0.418830], [5.105017, -5.326332, -5.131419], [-2.255596, -6.151036, 2.413626], [2.631207, 0.830122, -0.587874], [3.107229, 1.549514, 0.642843], [1.647096, -1.771904, 0.930902], [0.288898, 1.474353, -0.543722], [-0.617577, -7.583472, 3.426181], [0.994204, -0.605918, -1.710995], [3.043862, -4.746320, -3.856335], [-5.165005, 3.011571, 0.374525], [2.142273, 4.925656, -2.738091], [-1.085412, -7.809801, 0.969586], [0.828083, 0.925422, 4.745998], [0.195382, -5.952708, 1.872715], [0.046697, 2.213818, -1.802501], [-2.018515, 1.331911, 3.633916], [-5.512541, 6.097270, -2.976995], [-0.930938, -7.068430, -0.343216], [4.980605, -7.896694, -3.781389], [-1.927895, -5.249365, -1.505021], [0.524525, -5.081122, 3.081171], [2.160492, -4.634548, -5.195628], [0.828333, -4.065457, -4.821773], [-0.555320, 8.522410, 0.946759], [-3.787441, 5.065520, 0.516199], [3.735746, -7.104364, -4.041927], [1.835705, 5.564229, -1.438324], [0.603020, 9.595193, 0.848632], [-3.528719, 1.486816, 3.570203], [-5.696939, 5.186031, -1.752872], [-5.032208, 1.664553, -0.285628], [-2.155393, -2.050000, 1.975349], [-0.053360, 4.297574, 2.655719], [3.869306, -1.032201, -3.475416], [2.426430, -7.983731, -0.843722], [-1.710557, 7.124564, -2.373901], [-2.966824, 0.094384, 6.532314], [-1.690731, 0.410640, 3.183245], [3.401622, -3.756445, -3.518708], [3.023829, -7.235946, -3.209683], [5.236068, -4.278445, -5.081439], [-3.432206, 1.474671, -1.779850], [0.998864, -9.052596, 2.819387], [1.383638, -0.030137, -2.538908], [-1.049654, 3.132974, 5.439765], [2.442813, -5.065550, -3.051494], [-0.263149, 3.269814, -1.671894], [1.070545, 0.274874, 1.564573], [0.276285, 10.606610, 0.692071], [-3.145248, 5.744099, -0.053476], [0.754142, 2.173053, 0.137588], [-4.652894, 3.429292, -2.206230], [-0.691601, -0.755301, 4.904691], [1.497713, 5.259348, -3.520533], [2.103716, -0.096015, 6.055270], [-2.164910, 3.283527, -1.184025], [0.342932, 6.432237, 1.062180], [0.008584, -4.312756, -5.507174], [-2.940552, -6.867198, 2.813572], [0.936751, -8.543933, 4.519694], [-1.280078, -8.475148, 3.563156], [-3.183341, 4.884873, 1.406001], [2.699838, 1.409230, -1.558914], [-6.602503, 4.498319, -1.914240], [3.544720, 7.791137, 0.799787], [-4.693402, 5.659778, 0.823195], [5.769344, -7.518665, -1.762700], [2.244810, 7.978622, 1.834096], [-0.360453, -4.668314, 3.556001], [1.127796, -2.534677, 0.362401], [-2.899602, 0.816562, -0.257594], [-5.132582, 5.576623, -3.893609], [-1.411436, 2.162788, 3.263456], [2.518025, 6.346751, 1.196620], [3.251779, 0.845195, 1.428129], [-1.400013, 8.783937, 0.343394], [-0.893797, 8.366114, 1.950676], [-2.082444, -5.888989, -2.386619], [-2.061514, -8.213501, 1.112840], [-0.804278, 2.485306, -4.335169], [0.741140, 5.367905, -1.364320], [-4.025626, 2.463804, 3.539759], [-0.789267, -6.966565, 4.315967], [1.365341, 7.483991, -2.134201], [-2.813791, 2.636859, 5.556960], [-1.167021, -7.568802, -1.293257], [-2.614014, -5.689683, 1.517391], [1.583281, -2.095952, 1.980101], [2.043051, 3.822146, -2.676557], [4.439475, -5.701464, -1.807520], [-5.710121, 1.677042, -1.135239], [-5.996086, 5.871212, -0.998187], [1.649576, -7.543893, 3.244985], [-5.291295, 0.826184, 0.360843], [3.178643, 5.126985, -3.104041], [2.460671, 9.582934, -0.322817], [-2.352824, 1.707626, -3.995991], [2.017687, -5.722972, -5.557506], [2.336818, 5.119450, -0.629025], [3.027766, 7.303967, -1.530264], [2.626557, -1.692048, 0.538128], [-0.391422, 0.216545, 6.387687], [0.943242, 2.165484, -2.415166], [1.158775, -4.188899, 2.804877], [1.047000, 9.321877, -1.273680], [-2.649373, -0.837594, 5.156166], [-6.491244, 6.575431, -3.256673], [-0.208945, -0.664750, 0.698606], [1.181415, 9.671874, 1.814856], [-1.040805, -4.736377, -1.685819], [-2.374054, 3.023473, 0.491542], [2.458371, 2.368033, 0.944860], [5.720079, -4.918386, -2.772051], [6.900397, -6.924118, -2.912116], [-6.044597, 3.575610, 0.116394], [-4.699106, -0.096509, 4.596218], [0.006053, -1.001811, -1.751404], [0.084954, -6.746189, -0.511307], [-3.861181, 1.039325, 2.625184], [-1.684292, 2.185101, 6.856527], [0.913887, -2.926196, -4.823313], [0.040733, -5.313368, 0.999265], [1.728761, -0.975939, 4.629466], [1.022514, -6.613645, 1.654136], [-2.836901, -4.557704, -1.398388], [1.037870, 1.916759, 5.145151], [-3.601961, 4.799233, -1.861748], [0.543856, -4.363561, -3.849639], [3.270233, -7.234307, -5.069860], [2.922910, 0.371698, 4.513313], [-1.930153, 3.344419, -3.244711], [-5.071930, 3.027630, 1.448639], [6.023309, -5.932954, -5.145971], [-4.643547, 1.451015, 5.561717], [2.729595, -4.032874, -5.896657], [1.632203, -1.480356, -1.723260], [4.512005, -5.665506, -5.990643], [4.851102, -8.876864, -3.390589], [-2.219905, -5.344592, 3.146901], [-4.716514, 6.851249, -2.819149], [5.569342, -8.017120, -4.762144], [4.069645, 1.982425, 0.257846], [-0.613021, 1.133433, -0.069400], [-0.398589, 6.960518, -0.569077], [1.053054, -5.592065, 3.911575], [-0.278021, -8.497681, 1.070946], [3.248691, -0.060127, -0.816859], [0.615367, 1.056414, 3.708368]], "atomic_forces_ev_per_a": [[-1.075, 0.927, 0.092], [0.733, 0.450, 0.391], [0.383, -0.649, -0.320], [0.017, -0.238, -0.402], [-0.535, -0.817, -0.481], [0.657, 0.122, 0.274], [-0.022, 0.485, -0.353], [0.115, -0.109, 0.309], [0.187, -0.118, 0.401], [0.633, 0.511, 0.571], [0.292, -0.311, 0.794], [-0.888, 0.608, 0.008], [0.751, 0.121, 1.044], [1.020, 0.850, 1.870], [-0.160, -0.388, 0.011], [-0.731, -0.636, -0.604], [0.049, -0.157, -0.078], [-0.962, -0.414, -0.137], [0.345, -0.517, 0.822], [-0.565, -0.592, 1.194], [-0.465, 0.474, 1.398], [0.433, -0.289, 0.480], [-1.701, 0.433, -1.278], [-0.609, 0.990, 0.102], [0.018, -0.148, 0.152], [0.225, -0.230, -0.948], [0.425, 1.361, -1.966], [-0.880, -1.605, -0.848], [1.480, -1.873, -1.604], [-0.475, 0.025, 0.367], [-0.816, -1.724, -0.169], [-0.502, 0.312, 1.686], [-0.769, 1.913, 0.819], [0.151, 0.087, -0.262], [1.245, 0.375, -1.262], [-1.138, -1.039, -0.218], [-0.167, -1.408, 0.372], [0.793, 1.340, -0.837], [-0.442, 0.533, 1.443], [-0.938, 0.188, -0.304], [-0.608, -0.756, 0.041], [0.306, -2.547, 0.406], [0.607, 0.484, 0.765], [-0.242, -0.723, -0.377], [-1.841, 0.653, -0.098], [-0.923, -2.079, 0.303], [-0.165, 0.897, 0.428], [0.027, -1.060, -1.686], [0.652, 0.803, -1.668], [-1.406, 0.226, 0.279], [0.104, 0.217, 1.253], [0.410, -2.195, 0.947], [1.210, 0.195, -0.053], [0.795, 1.099, -1.202], [0.073, 0.372, 0.442], [2.176, -0.850, -1.080], [-0.012, 1.194, 0.296], [-0.673, 0.247, 0.039], [0.753, 1.433, 0.877], [-1.178, -0.306, -1.802], [0.556, 0.189, 0.141], [0.093, 0.085, -1.338], [-0.705, 0.318, -1.331], [2.675, 0.070, -1.422], [-2.720, -0.194, -0.581], [1.033, 1.066, 0.559], [1.519, -2.595, 1.398], [-0.310, 2.709, -1.201], [2.304, -0.119, -0.733], [0.333, 1.635, 1.915], [-0.380, -0.138, -0.549], [-2.619, 0.048, 0.296], [-0.129, 0.114, 0.889], [-1.631, -0.056, 0.087], [-1.690, -0.938, -1.443], [1.065, -0.156, -0.001], [-1.007, 0.899, -1.422], [0.072, 0.738, -1.745], [-1.245, 0.285, -1.505], [0.958, -1.025, 0.144], [0.797, 0.766, -1.262], [0.424, 0.327, 1.037], [-0.223, -0.236, -0.800], [0.086, -0.390, -0.601], [0.053, 0.019, -0.690], [0.419, 1.039, -0.210], [-0.131, -0.433, -0.347], [-0.698, 0.259, 0.399], [-0.718, -0.063, -0.616], [-0.141, -0.408, -0.111], [-0.715, -0.934, 0.899], [0.705, -0.313, 0.454], [-0.075, -0.380, -0.145], [-0.510, 0.394, -0.192], [-0.379, -0.432, -0.346], [-0.089, 0.195, 0.353], [0.342, -0.003, 0.043], [0.969, 1.658, 0.303], [-0.661, 0.300, -0.482], [0.597, 0.139, 0.408], [-0.705, 0.316, 0.036], [-0.634, 0.478, -0.636], [0.356, -0.122, 0.011], [-0.468, -0.638, -0.012], [-0.001, -0.199, 0.346], [-0.060, 0.963, -0.523], [-0.316, -0.473, 0.152], [-0.170, -0.405, 1.328], [1.087, 1.001, 0.160], [-0.407, -0.575, -0.491], [0.674, -0.988, -0.520], [-0.162, 0.193, -0.481], [-0.605, 0.047, 1.224], [-0.200, 0.219, -0.218], [-0.037, -0.221, -0.163], [-0.620, -0.117, 0.018], [-0.528, 0.017, 0.731], [-0.369, -0.249, 0.149], [0.061, -0.893, 0.323], [0.397, -0.271, 0.800], [-0.327, 0.215, -0.455], [0.020, -0.119, 0.601], [-0.182, -0.038, 0.004], [-0.582, -0.702, -0.188], [0.655, 0.228, -0.840], [0.756, 0.049, 0.679], [1.083, 0.410, -0.029], [-0.008, 0.223, -0.555], [-0.069, 0.282, -0.319], [0.681, 0.805, 0.468], [0.234, -1.347, 0.660], [-0.071, -0.118, -0.504], [0.368, 0.308, -0.336], [0.134, 0.749, 0.008], [0.047, 0.066, -0.565], [0.205, -0.447, -0.244], [0.206, 0.235, 1.286], [-0.886, -0.207, 0.570], [-0.056, 0.163, -0.001], [-0.544, -0.186, 0.325], [0.777, 0.319, 0.121], [-0.168, 0.258, -0.188], [0.308, 1.784, 0.174], [0.700, -0.893, 1.077], [0.486, 0.386, -0.170], [1.266, -0.095, 0.053], [0.184, -0.163, 0.167], [0.128, 0.275, -0.311], [-0.665, -1.081, 0.054], [-0.644, 0.044, -0.600], [-0.062, 0.376, -0.601], [1.055, -0.313, 0.342], [1.017, 0.268, 0.255], [-0.503, -0.330, -0.997], [1.621, 1.370, -0.161], [1.102, -0.444, 1.717], [0.095, 0.085, 0.188], [0.488, 0.914, 0.407], [-0.390, -0.019, -0.680], [-0.689, -0.159, 0.119], [-0.355, 0.775, 0.162], [-1.016, 0.450, -0.191], [0.479, 0.342, 0.230], [-0.018, -0.411, 0.397], [0.139, 0.146, 0.254], [-0.223, -1.490, 0.174], [-0.551, -0.311, 0.312], [0.546, 0.468, -0.077], [0.142, -0.062, -0.282], [1.562, -0.862, -0.153], [-0.346, -0.016, 0.136], [1.012, 0.774, -0.915], [-0.429, -0.404, 1.147], [0.526, -0.053, 1.516], [0.126, 0.093, 0.091], [0.223, -0.900, -0.560], [0.209, -0.196, 0.395], [-0.239, 0.613, 0.290], [-0.125, 0.142, -0.148], [-0.252, -0.078, -0.329], [0.489, 0.047, 0.616], [0.246, 0.561, 0.039], [-0.519, -0.681, 0.245], [0.601, -0.195, 0.075], [-0.667, -0.189, 0.254], [-0.767, 0.105, 1.368], [-0.618, -0.315, 0.971], [-0.677, 0.041, -0.058], [0.590, -0.259, 0.704], [-0.118, 0.067, -0.720], [0.379, -0.764, 0.051], [-0.116, 0.536, 0.282], [0.309, 0.209, -0.935]], "molar_mass_g_mol": 1239.5, "homo_energy_ha": -0.43465, "lumo_ev": -1.461, "energy_ha": -4497.50457, "orbital_gap_ev": 10.37, "total_charge": 1}

2.
{"formula": "C6H9B", "method": "wB97M-V/def2-TZVPD", "elements": ["C", "C", "C", "C", "C", "C", "B", "H", "H", "H", "H", "H", "H", "H", "H", "H"], "positions_angstrom": [[0.692136, -0.827172, -2.516142], [-0.878098, -0.434566, 0.274926], [-1.447514, 0.652715, 0.962121], [0.445599, -0.554473, 0.763511], [0.597382, 0.454274, 1.728160], [-0.585620, 1.235993, 1.878155], [0.267869, 0.312269, -0.629258], [0.602582, 1.463243, -0.521889], [-0.073157, -0.673256, -3.298250], [1.559584, -0.516005, -3.062935], [-1.395947, -1.145664, -0.287124], [-0.687626, 1.886716, 2.764951], [0.949037, -1.766621, -2.015544], [-2.483546, 0.758417, 0.911541], [0.898303, -1.531419, 0.828919], [1.539015, 0.685548, 2.218858]], "atomic_forces_ev_per_a": [[-0.491, 2.032, 2.623], [-0.867, 1.073, 0.755], [-0.518, -0.360, 0.625], [0.839, -1.289, 1.107], [0.051, 1.288, 0.904], [1.846, -1.694, 0.818], [2.044, -0.249, -4.215], [-0.548, -0.413, -0.429], [-0.356, -0.896, 1.003], [0.953, 0.583, 0.311], [-0.749, -0.933, -0.635], [-0.370, 0.068, -1.286], [-0.823, -0.224, -0.728], [-1.516, 1.014, -0.427], [0.652, 0.196, -0.490], [-0.148, -0.196, 0.066]], "molar_mass_g_mol": 91.9, "homo_energy_ha": -0.29907, "lumo_ev": 0.142, "energy_ha": -258.71714, "orbital_gap_ev": 8.28, "de_lowest_kcal_mol": 64.14, "total_charge": 0}

3.
{"formula": "C4H12N2", "method": "wB97M-V/def2-TZVPD", "elements": ["N", "N", "C", "C", "C", "C", "H", "H", "H", "H", "H", "H", "H", "H", "H", "H", "H", "H"], "positions_angstrom": [[4.075878, 1.848215, 0.325041], [2.165637, 3.111106, -0.164011], [-2.633940, -2.480029, -0.256866], [-1.244558, -0.353994, -0.340809], [-1.346648, -1.778352, 0.193695], [2.823071, 2.061656, 0.375336], [-1.275987, -1.667762, 1.279529], [-0.469720, -2.395983, -0.043182], [-2.710672, -3.496923, 0.140568], [-2.045859, 0.214149, 0.144615], [4.223007, 0.885829, 0.624881], [-0.292815, 0.094625, -0.058648], [1.340587, 3.444060, 0.323847], [-1.344686, -0.276721, -1.424444], [2.658074, 3.813235, -0.688490], [2.140395, 1.411726, 0.923625], [-3.495799, -1.858909, -0.009569], [-2.565964, -2.575926, -1.345124]], "atomic_forces_ev_per_a": [[0.191, -0.126, -0.868], [-0.107, 0.614, -0.176], [0.842, 0.142, -0.210], [-0.087, -0.264, 0.253], [0.217, -0.074, 0.252], [-0.156, -0.070, 0.737], [-0.307, -0.237, 0.121], [-0.148, 0.171, -0.307], [-0.217, 0.169, 0.170], [0.102, 0.239, -0.241], [0.182, 0.067, 0.395], [-0.012, 0.139, -0.033], [-0.193, -0.275, -0.100], [-0.047, -0.069, -0.059], [0.278, -0.052, 0.135], [-0.112, -0.141, -0.111], [-0.141, -0.254, 0.043], [-0.284, 0.022, -0.001]], "molar_mass_g_mol": 88.2, "homo_energy_ha": [0.04519, -0.20459], "lumo_ev": [3.828, 3.683], "energy_ha": -269.05361, "orbital_gap_ev": [2.60, 9.25], "de_lowest_kcal_mol": 0.00, "total_charge": -1, "multiplicity": 2}